Entry 1:
The molecule C3H5NS3 in a non-equilibrium geometry. Source: the Open Molecules 2025 dataset; level of theory: ωB97M-V/def2-TZVPD.

Each line ends with the Löwdin charge.
CARTESIAN COORDINATES (ANGSTROEM)
S  -2.3526  -1.4407  -0.1909  0.626
S  2.9582  -0.7007  -0.2227  0.742
S  -0.2271  2.1595  -0.1275  0.851
N  -0.5645  0.5815  0.1933  -0.594
C  1.3893  -0.8966  -0.2424  -0.709
C  0.4557  -0.3444  0.7820  -0.318
C  -1.7539  0.0933  -0.1581  -0.779
H  -0.0603  -1.1595  1.2243  0.070
H  0.7772  -1.4812  -0.9908  0.081
H  1.0963  0.1779  1.5619  0.120
H  -2.3255  0.8645  -0.6627  0.036
H  0.6074  2.1467  -1.1664  -0.127

Atomic forces in eV per Å
0.5 0.5 0.5
0.7 -0.1 -0.2
0.2 2.2 0.7
1.4 -2.4 0.8
-2.0 -0.6 -0.9
1.3 2.1 0.9
-1.2 -0.7 -1.6
-0.7 -0.7 0.5
1.1 0.4 0.3
-1.1 -0.3 -0.9
-0.3 0.2 0.2
0.2 -0.6 -0.4

Output
- energy above the lowest of the compared OMol25 structures with the same formula, charge and spin (kcal/mol) = 33.08
- max |F| (hartree/bohr) = 0.0553
- net charge = 0
- SMILES = S=CCN(S)C=S
- HOMO level (eV) = -8.86



Entry 2:
A structure of composition C33H40N3O2Pt. Source: the Open Molecules 2025 dataset; level of theory: ωB97M-V/def2-TZVPD.

Each line ends with the Löwdin charge.
CARTESIAN COORDINATES (ANGSTROEM)
Pt  -0.7768  -1.2465  0.1285  1.089
O  -4.1153  -2.4515  3.3808  -0.049
O  -2.1394  -1.9189  2.4485  -0.114
N  -0.3401  0.9142  0.1267  -0.071
N  -2.5883  -0.8386  -0.7256  -0.118
N  0.8874  -1.6363  1.2626  -0.014
C  0.1880  3.3827  -2.7765  -0.292
C  4.2508  -2.0084  -0.2478  -0.097
C  -0.9280  0.9295  2.4374  -0.039
C  0.2414  0.5268  -2.2365  -0.122
C  2.8122  -3.7594  -1.0446  -0.036
C  0.1486  2.3770  -3.9271  -0.130
C  3.2073  -1.5312  0.5328  -0.043
C  -4.1564  -1.6373  1.1615  -0.114
C  0.5715  4.8778  3.0261  -0.069
C  -0.9959  1.4916  3.6941  -0.278
C  1.7485  -3.3065  -0.2672  -0.136
C  0.2734  1.5157  -1.0539  -0.465
C  2.3523  1.4531  -3.2203  -0.125
C  -1.5697  0.6889  4.8335  -0.046
C  -1.9556  -5.3855  -0.6424  -0.103
C  0.4156  -3.9711  -0.3097  -0.194
C  0.0446  3.4760  2.8386  -0.300
C  -0.7519  -6.0725  -0.6751  -0.111
C  -0.4833  2.7710  -1.5436  -0.084
C  2.4087  2.4563  -2.0681  -0.288
C  1.6449  3.7275  -2.4506  -0.121
C  4.0487  -3.1265  -1.0387  -0.096
C  1.9825  -2.1733  0.5145  -0.246
C  1.7688  1.8280  -0.8283  -0.084
C  -3.6196  -0.4957  0.3008  -0.214
C  -0.3738  1.5956  1.3080  -0.296
C  0.8884  1.1092  -3.4987  -0.288
C  -0.5097  2.7874  3.9046  -0.057
C  0.4191  -5.3563  -0.5078  -0.070
C  -3.3892  -2.0370  2.4675  -0.717
C  0.1197  2.8963  1.5750  -0.034
C  -0.8098  -3.2506  -0.2209  -0.225
C  -1.9643  -4.0196  -0.4119  -0.122
H  0.5331  5.1753  4.0745  0.064
H  1.9114  2.4829  0.0351  0.102
H  2.2634  0.8832  -0.5918  0.107
H  -0.5643  3.2439  4.8871  0.098
H  1.1523  -0.7895  1.7634  0.107
H  -0.3458  4.2946  -3.0650  0.134
H  1.6073  4.9604  2.6885  0.071
H  -2.2582  -0.0762  4.4760  0.068
H  2.1174  4.2033  -3.3175  0.114
H  2.8202  1.8713  -4.1190  0.114
H  0.6108  2.8023  -4.8250  0.114
H  -0.7944  0.2559  -2.4669  0.096
H  -2.3933  0.0198  -1.2378  0.063
H  3.4522  2.7088  -1.8496  0.134
H  -3.1660  0.2769  0.9228  0.105
H  2.9047  0.5479  -2.9495  0.117
H  -0.8910  2.1395  -4.1764  0.115
H  1.3654  -5.8848  -0.5157  0.099
H  -2.9321  -3.5334  -0.3453  0.057
H  0.8315  0.3616  -4.2965  0.136
H  -0.5654  3.5219  -0.7599  0.102
H  -0.0147  5.5991  2.4510  0.073
H  -4.2692  -2.5458  0.5582  0.086
H  5.2052  -1.4982  -0.2438  0.097
H  2.6542  -4.6078  -1.6975  0.106
H  -2.9331  -1.5255  -1.3903  0.095
H  -2.0884  1.3331  5.5464  0.069
H  -4.4612  -0.0431  -0.2357  0.107
H  4.8465  -3.5013  -1.6674  0.095
H  3.3331  -0.6459  1.1451  0.114
H  0.5738  3.4949  0.7956  0.078
H  -2.8934  -5.9156  -0.7652  0.095
H  0.7450  -0.3973  -1.9424  0.099
H  -5.1691  -1.3649  1.4637  0.101
H  -1.5090  2.4664  -1.7846  0.120
H  -0.7760  0.1707  5.3775  0.078
H  0.5115  -2.2956  1.9499  0.128
H  -1.3280  -0.0724  2.3046  0.050
H  1.6822  4.4472  -1.6260  0.118
H  -0.7243  -7.1457  -0.8165  0.091

Atomic forces in eV per Å
0.5 -0.1 -0.5
-0.1 -0.1 0.1
0.0 0.0 0.2
-0.4 -0.5 -0.1
0.0 0.2 0.0
0.0 0.1 0.3
0.0 0.0 0.0
0.0 0.1 0.0
0.0 0.0 -0.1
0.0 0.0 0.0
0.0 0.0 0.0
0.0 0.0 0.0
0.0 0.0 0.0
0.0 -0.1 -0.1
0.0 0.0 0.0
0.0 0.0 0.0
-0.1 0.1 0.0
0.1 0.0 -0.1
0.0 0.0 0.0
0.0 0.0 0.0
0.0 0.0 0.0
-0.1 0.0 -0.1
0.0 0.0 0.1
0.0 0.0 0.0
0.0 0.0 0.0
0.0 0.0 0.0
0.0 0.0 0.0
0.0 0.0 0.0
-0.1 0.0 0.0
0.1 0.2 0.1
-0.1 0.1 0.0
0.1 0.1 0.4
0.0 0.0 0.0
0.0 0.0 -0.1
0.0 0.0 0.0
-0.1 0.0 -0.3
0.0 0.2 -0.1
0.3 0.0 0.1
-0.2 0.2 0.1
0.0 0.0 0.0
0.0 -0.2 -0.2
0.0 -0.1 0.0
0.0 0.0 0.0
-0.1 0.0 -0.1
0.0 0.0 0.0
0.0 0.0 0.0
0.0 0.0 0.0
0.0 0.0 0.0
0.0 0.0 0.0
0.0 0.0 0.0
0.0 0.0 0.0
-0.1 -0.1 -0.1
0.0 0.0 0.0
0.0 0.0 0.0
0.0 0.0 0.0
0.0 0.0 0.0
0.0 0.0 0.0
0.1 -0.1 0.0
0.0 0.0 0.0
0.0 0.0 0.0
0.0 0.0 0.0
0.0 0.1 0.1
0.0 0.0 0.0
0.0 0.0 0.0
0.0 -0.1 0.1
0.0 0.0 0.0
0.0 0.0 0.0
0.0 0.0 0.0
0.0 0.0 0.0
-0.1 0.0 0.2
0.0 0.0 0.0
0.0 0.0 0.0
0.0 0.0 0.0
0.0 0.0 0.0
0.0 0.0 0.0
0.0 0.0 -0.1
0.0 0.1 0.1
0.0 0.0 0.0
0.0 0.0 0.0

Output
- energy above the lowest of the compared OMol25 structures with the same formula, charge and spin (kcal/mol) = 20.06
- max |F| (hartree/bohr) = 0.0141
- net charge = -1
- HOMO level (eV) = -3.79



Entry 3:
A structure of composition C12H48FO14Y in a non-equilibrium geometry. Source: the Open Molecules 2025 dataset; level of theory: ωB97M-V/def2-TZVPD.

Each line ends with the Löwdin charge.
CARTESIAN COORDINATES (ANGSTROEM)
Y  9.2753  9.3874  9.3205  1.513
F  10.2133  9.6770  11.1904  -0.474
O  9.6911  11.3675  8.6160  -0.382
O  11.7931  8.3937  13.0661  -0.078
O  7.9629  13.9717  10.9740  -0.058
O  10.9413  7.9438  9.0301  -0.361
O  11.5412  5.9656  11.2786  -0.087
O  7.2807  9.0216  10.4518  -0.379
O  11.9127  12.6435  12.2423  -0.034
O  8.9496  3.2596  7.7696  -0.115
O  3.8874  5.8100  9.4606  -0.116
O  5.5715  10.4327  7.5744  -0.130
O  7.1394  11.5287  9.7948  -0.126
O  8.0558  8.6056  7.6719  -0.363
O  4.7959  8.2109  9.5758  -0.103
O  11.2190  5.2127  8.3784  -0.087
C  9.7302  11.2499  6.2606  -0.052
C  7.4765  7.7290  5.4636  -0.069
C  5.8960  8.7512  12.3313  -0.062
C  12.2515  8.2354  8.8614  -0.595
C  7.2762  8.7012  11.7838  -0.625
C  12.8334  9.1571  9.8947  -0.066
C  8.0283  7.5174  6.8435  -0.645
C  10.4150  13.3658  7.5910  -0.056
C  8.0560  7.4338  12.0061  -0.047
C  12.4008  9.0053  7.5164  -0.050
C  7.3911  6.3470  7.5779  -0.061
C  9.4805  12.1526  7.5010  -0.565
H  11.9720  9.9688  7.6418  0.028
H  11.1386  8.3483  13.7884  0.056
H  8.8085  13.5697  10.9428  -0.009
H  13.4732  9.3012  7.3272  0.089
H  7.5075  6.6115  11.5307  0.089
H  13.8523  9.2823  9.7949  0.059
H  11.5217  4.7612  9.1667  0.022
H  9.0278  10.4132  6.3848  0.052
H  9.0589  7.5139  11.5779  0.048
H  4.7473  8.3515  8.5957  0.067
H  7.8926  5.9951  8.5315  0.093
H  6.3031  9.7924  7.4774  -0.015
H  7.9048  9.5027  12.2493  0.129
H  7.9949  8.5345  4.9721  0.059
H  7.3876  13.3703  10.5082  -0.011
H  5.4776  9.7462  12.3177  0.081
H  10.8853  6.4768  10.7711  0.005
H  9.1107  7.2271  6.6334  0.135
H  9.6952  3.8977  7.9372  0.012
H  10.3518  13.5906  8.6754  0.070
H  10.7467  10.8723  6.3017  0.047
H  8.0561  11.4127  9.4434  -0.017
H  11.9320  6.6631  11.8550  0.021
H  6.4406  8.1532  5.5865  0.091
H  7.5328  6.7317  4.9991  0.079
H  11.2973  8.8207  12.3704  -0.035
H  11.6394  13.0538  11.4398  0.007
H  12.0234  8.4005  6.7360  0.063
H  8.4562  12.4926  7.4215  0.122
H  10.2956  14.2429  7.0230  0.037
H  12.3844  10.0967  9.7345  0.057
H  5.2574  8.0357  11.8316  0.064
H  8.0042  7.2984  13.0630  0.066
H  11.2516  6.1891  8.5627  0.006
H  4.3075  6.6776  9.4867  -0.069
H  5.7493  8.3714  9.7951  0.020
H  6.9620  10.6305  10.2386  0.034
H  8.1912  3.8772  7.6637  0.001
H  5.9779  10.8908  8.4000  0.042
H  9.4896  11.7626  5.3034  0.079
H  5.7511  8.3428  13.3534  0.080
H  12.5477  8.9473  10.8746  0.029
H  4.7112  5.2968  9.2855  0.030
H  11.6565  11.7465  12.1292  -0.002
H  6.4077  6.8316  8.0239  0.101
H  7.1880  5.5261  6.9203  0.046
H  11.4483  13.0290  7.2993  0.085
H  12.8833  7.3077  8.8974  0.132

Atomic forces in eV per Å
-0.2 -1.2 -0.4
0.2 0.2 0.9
-0.3 0.0 0.7
0.1 -0.6 1.4
-0.8 1.6 0.4
-1.6 -0.6 0.3
0.1 0.7 0.4
-0.2 0.1 -1.7
0.7 0.9 1.0
0.0 1.3 0.1
1.0 -1.9 -0.4
1.4 0.6 1.8
0.0 -0.7 0.2
-0.3 0.9 -0.1
0.1 0.2 -1.5
-0.1 0.2 -0.5
-1.0 0.7 0.1
-1.8 0.4 0.9
-1.0 -1.4 1.5
1.7 0.3 -0.9
2.0 1.5 0.4
-1.6 0.0 -0.3
2.9 -0.8 0.7
1.4 -1.7 1.3
-1.2 -0.3 -0.5
2.7 -0.5 1.2
-1.9 1.4 2.3
0.7 -0.3 -1.6
-1.1 0.6 -0.1
0.5 -0.1 -0.5
1.2 -0.8 -0.1
-0.6 -0.7 0.0
0.2 -0.1 0.0
2.4 0.1 -0.1
0.2 0.3 0.4
0.3 0.0 -0.3
-0.1 -0.1 0.5
0.1 0.3 1.2
0.0 0.5 -1.3
0.0 -0.2 -0.4
-0.4 -0.3 0.5
0.6 -0.1 -0.5
-0.3 -0.8 -0.3
-0.2 0.2 -0.3
0.3 -0.1 -0.1
-0.6 -0.1 0.2
-0.6 -0.5 -0.2
0.5 0.3 -0.6
0.1 0.1 -0.3
-0.4 1.0 -0.1
-0.4 -0.6 -0.3
0.4 -0.9 -0.4
-0.3 0.7 -0.5
-0.8 0.7 -1.0
-0.3 0.5 -1.0
-0.6 -0.2 -1.1
-0.6 0.2 0.2
-1.0 1.1 -0.9
-0.5 1.6 -0.2
-0.3 0.2 -0.8
0.7 -0.6 1.0
-0.5 -0.6 0.1
-0.2 1.3 0.4
0.0 0.4 0.0
0.2 0.5 -0.3
0.8 -0.7 0.1
-1.1 -0.5 -1.6
0.4 -0.2 0.4
0.8 0.6 0.0
0.0 -0.9 1.6
-1.1 0.0 0.1
-0.5 -1.5 -0.1
1.4 -1.3 -1.1
-0.4 -0.7 -0.3
-0.7 0.1 0.7
-0.3 0.3 -0.4

Output
- max |F| (hartree/bohr) = 0.0640
- net charge = -2
- HOMO level (eV) = -3.62



Entry 4:
A structure of composition C3H6O2. Source: the Open Molecules 2025 dataset; level of theory: ωB97M-V/def2-TZVPD.

Each line ends with the Löwdin charge.
CARTESIAN COORDINATES (ANGSTROEM)
O  -0.5632  0.5328  -1.1246  -0.121
O  1.5725  -0.6876  0.3241  -0.024
C  -0.0475  1.1201  0.0861  -0.136
C  -0.7500  -0.7213  -0.4336  -0.132
C  0.2627  -0.2793  0.6325  -0.325
H  -1.7848  -0.8318  -0.0785  0.122
H  -0.4633  -1.5948  -1.0311  0.125
H  1.7005  -0.4634  -0.6101  0.099
H  -0.8292  1.6669  0.6304  0.121
H  0.0826  -0.5110  1.6857  0.146
H  0.8196  1.7692  -0.0808  0.125

Atomic forces in eV per Å
-0.2 0.1 -0.2
0.1 0.0 -0.2
0.1 0.2 0.2
-0.1 -0.3 0.0
-0.2 0.0 0.2
0.2 0.0 0.0
-0.1 0.2 0.0
0.2 -0.1 0.2
0.1 -0.1 -0.1
0.0 0.1 -0.2
-0.2 -0.1 0.0

Output
- energy above the lowest of the compared OMol25 structures with the same formula, charge and spin (kcal/mol) = 46.87
- max |F| (hartree/bohr) = 0.0070
- net charge = 0
- HOMO level (eV) = -10.17



Repeat the first record exactly.
The molecule C3H5NS3 in a non-equilibrium geometry. Source: the Open Molecules 2025 dataset; level of theory: ωB97M-V/def2-TZVPD.

Each line ends with the Löwdin charge.
CARTESIAN COORDINATES (ANGSTROEM)
S  -2.3526  -1.4407  -0.1909  0.626
S  2.9582  -0.7007  -0.2227  0.742
S  -0.2271  2.1595  -0.1275  0.851
N  -0.5645  0.5815  0.1933  -0.594
C  1.3893  -0.8966  -0.2424  -0.709
C  0.4557  -0.3444  0.7820  -0.318
C  -1.7539  0.0933  -0.1581  -0.779
H  -0.0603  -1.1595  1.2243  0.070
H  0.7772  -1.4812  -0.9908  0.081
H  1.0963  0.1779  1.5619  0.120
H  -2.3255  0.8645  -0.6627  0.036
H  0.6074  2.1467  -1.1664  -0.127

Atomic forces in eV per Å
0.5 0.5 0.5
0.7 -0.1 -0.2
0.2 2.2 0.7
1.4 -2.4 0.8
-2.0 -0.6 -0.9
1.3 2.1 0.9
-1.2 -0.7 -1.6
-0.7 -0.7 0.5
1.1 0.4 0.3
-1.1 -0.3 -0.9
-0.3 0.2 0.2
0.2 -0.6 -0.4

Output
- energy above the lowest of the compared OMol25 structures with the same formula, charge and spin (kcal/mol) = 33.08
- max |F| (hartree/bohr) = 0.0553
- net charge = 0
- SMILES = S=CCN(S)C=S
- HOMO level (eV) = -8.86



Question: Number 4 is which compound?
Answer: C3H6O2